No. 1
C40H67Cl45NO8PSSi | ωB97M-V/def2-TZVPD

Calculated values
HOMO ... -9.310 eV
Strongest force on any atom ... 0.176 hartree/bohr
Total charge ... 0
LUMO level ... -0.666 eV
E_tot ... -651931.7197 eV

XYZ file:
```
164
Properties=species:S:1:pos:R:3:forces:R:3:lowdin_charge:R:1
Cl -5.4310 3.8637 -5.3497 0.2 -0.1 0.0 0.521
Cl -2.4087 -0.8226 5.0643 0.0 -0.3 -0.1 0.529
Cl 2.8800 -1.9895 -9.7218 -0.1 -0.1 -0.6 0.595
Cl -2.8668 -9.1997 -5.8252 -0.1 0.1 0.1 0.514
Cl 7.2788 2.1523 11.0168 0.0 -0.1 0.1 0.513
Cl 13.6149 -1.4033 -5.7476 0.0 -0.2 0.1 0.529
Cl -7.0636 5.8735 1.8584 -0.2 0.2 -0.1 0.503
Cl -8.4532 -3.0360 2.2089 -0.3 -0.3 0.2 0.501
Cl -6.5663 8.3187 -3.4950 0.1 0.2 0.0 0.497
Cl -1.1324 -2.1653 -7.9897 -0.5 0.4 0.5 0.536
Cl -1.3428 6.1636 14.4780 0.2 0.0 -0.1 0.524
Cl -1.3998 -2.6660 3.0475 -0.1 0.0 0.1 0.519
Cl -7.2442 0.5806 -0.4442 0.0 0.0 0.2 0.529
Cl 6.9679 1.8295 13.8948 0.0 -0.1 -0.2 0.513
Cl 13.6035 -4.2792 -6.2083 0.0 0.1 0.1 0.545
Cl -9.4621 -1.1926 4.2257 0.1 -0.4 0.0 0.489
Cl -13.3547 2.1757 1.6009 0.2 0.0 0.2 0.532
Cl 5.1798 0.4296 12.0709 0.3 -0.1 0.0 0.524
Cl 11.7512 -3.1040 -4.2922 0.9 -0.5 -0.2 0.535
Cl 9.5309 -0.9187 -5.1607 -0.1 0.1 0.2 0.498
Cl 12.3491 -8.8075 -4.3174 0.1 0.1 -0.2 0.514
Cl -12.2279 0.5005 3.7004 -0.1 0.4 -0.1 0.504
Cl -2.7253 3.8162 -4.2722 -0.1 -0.2 -0.1 0.517
Cl -11.2905 -3.0072 2.8665 0.2 0.0 0.1 0.516
Cl 14.1900 -8.7953 -6.5745 -0.1 0.1 0.1 0.510
Cl -4.6124 -10.8793 -4.2081 0.0 0.2 -0.1 0.518
Cl -2.2101 -0.5793 -5.7973 -0.2 0.3 -0.5 0.610
Cl 1.0027 -4.1089 -9.0380 0.0 -0.4 -0.8 0.579
Cl -7.7728 6.4619 -0.9046 -0.1 0.0 0.3 0.499
Cl -6.7077 -0.3211 2.2730 0.1 0.4 -0.1 0.477
Cl -8.0685 10.1626 -1.8135 0.2 0.0 -0.1 0.505
Cl 0.1594 4.3196 12.7965 -0.3 0.2 0.5 0.596
Cl -9.4983 4.7601 0.7111 0.2 0.4 0.0 0.487
Cl 8.8823 0.2191 -2.5591 0.1 -0.2 -0.1 0.527
Cl 0.1744 -1.9420 -10.7994 0.4 -0.1 -0.5 0.504
Cl -10.4822 2.1802 2.0833 -0.4 -0.1 0.2 0.535
Cl -0.2113 7.0839 11.9568 0.0 0.0 0.2 0.541
Cl 9.1871 -2.6626 -2.8533 -0.2 0.2 0.1 0.500
Cl -6.9370 11.0829 -4.3347 0.1 -0.1 0.2 0.517
Cl -5.7392 -9.2042 -6.3077 0.1 0.0 0.2 0.515
Cl -6.6164 2.5197 1.6365 -0.2 -0.2 0.0 0.513
Cl -1.2442 0.7369 -8.2095 -0.1 -0.2 0.1 0.536
Cl -4.6026 1.6968 -3.5883 0.1 0.1 -0.2 0.522
Cl 11.3838 -8.1284 -6.9802 0.2 0.1 0.1 0.515
Cl -4.2371 -2.6372 3.7051 0.2 0.0 0.1 0.507
S 0.8682 -4.4309 -4.0307 7.6 -3.8 -3.0 0.868
P -2.9393 -4.2902 -3.4233 -1.3 -0.9 -0.4 0.999
Si 4.9871 -2.5055 -5.9755 0.9 -0.8 0.3 0.475
O -0.2536 -5.2008 -3.0149 0.8 2.2 -1.0 -0.290
O 1.4479 -1.7429 -1.0481 -2.1 -0.3 -1.5 -0.171
O -2.7274 -3.7241 -5.0554 0.3 -3.1 0.9 -0.376
O 3.5443 -3.4689 -6.2293 0.3 3.0 -0.3 -0.259
O 2.4283 -1.9594 0.7789 -2.8 3.5 -1.0 0.041
O 1.1446 -5.4289 -5.2220 -2.5 3.6 4.1 -0.367
O 2.2563 -4.2213 -3.3280 -5.7 -0.1 -1.2 -0.340
O -3.3001 -6.0107 -3.5923 3.1 1.7 -0.9 -0.355
N 1.6600 -1.1832 0.1852 3.8 -3.8 2.4 0.007
C 0.3407 5.6028 7.6452 0.5 0.1 -0.5 -0.221
C 13.3674 -2.9953 -5.0103 0.0 0.0 0.1 -1.494
C -1.2512 -4.2861 -2.4499 0.1 0.6 1.0 -0.393
C 1.5689 4.5667 9.8963 0.3 -0.2 -0.2 -0.257
C 9.7443 -1.0751 -3.4087 -0.1 0.2 0.1 -1.580
C 2.3564 -2.6559 -6.5235 -1.6 -0.4 -0.2 -0.317
C -2.1474 1.2947 1.9007 -0.4 0.1 0.8 -0.227
C -7.3990 0.9712 1.2771 0.1 0.0 0.1 -1.521
C 2.8987 4.7596 10.8613 0.3 -0.7 -0.6 -0.267
C -12.0837 2.0357 2.8274 -0.2 -0.1 0.1 -1.494
C -0.3118 -1.8972 -3.4847 -1.1 -0.1 -0.8 -0.138
C -2.0203 -1.9602 -1.4788 -0.2 0.4 0.1 -0.169
C -1.1115 2.5444 1.6488 -0.9 0.4 1.0 -0.190
C -0.7116 -2.7593 -2.1494 -1.2 1.6 0.8 -0.340
C -9.6476 -2.7964 3.4955 0.1 -0.1 0.0 -1.512
C 12.7550 -8.0391 -5.8615 0.0 0.1 0.0 -1.551
C 1.5233 -2.9744 -10.2955 -0.1 0.0 -0.1 -1.451
C 6.8263 1.0364 12.3167 0.0 -0.1 0.0 -1.535
C 0.3487 -2.7674 -4.7061 -0.2 2.2 0.1 -0.309
C 0.4283 -2.7991 -0.9731 0.0 -2.9 0.5 -0.129
C 3.1496 3.5044 11.8953 0.7 0.3 0.0 -0.195
C -0.2803 4.3157 6.7804 0.1 0.8 0.8 -0.216
C -3.2736 1.0820 0.7288 -0.1 0.9 -0.3 -0.209
C -2.5942 -2.4263 4.3341 -0.1 0.1 0.1 -1.522
C -1.3060 3.6128 2.9206 0.3 0.2 -0.5 -0.222
C 5.0272 -0.8138 -6.8899 -0.7 1.2 -0.5 -0.210
C -4.4682 -9.3442 -5.0811 -0.1 0.0 0.1 -1.544
C 5.3114 -2.1115 -4.0789 -0.6 0.2 0.6 -0.197
C -8.3966 6.1478 0.7237 0.0 0.0 -0.1 -1.511
C 0.0059 5.9989 13.3407 0.0 -0.1 0.0 -1.503
C -0.5021 3.1537 4.2786 -0.4 0.4 0.7 -0.209
C -2.0388 -0.7058 -7.5563 -0.1 -0.1 -0.1 -1.458
C -2.6860 0.6111 -0.7269 -0.9 -0.6 -0.3 -0.209
C -6.7198 9.9979 -2.9508 0.0 0.0 0.0 -1.533
C 0.0567 4.4368 5.1708 0.4 -0.2 0.2 -0.221
C 1.6821 -1.9052 -5.2321 -0.3 -0.8 0.0 -0.120
C -1.5569 -0.5763 -0.6727 0.4 -0.5 -1.0 -0.164
C -4.0820 2.8313 -4.8458 0.0 0.0 -0.1 -1.541
C 1.7576 5.2497 8.3937 0.5 0.9 0.7 -0.226
C 6.4846 -3.5478 -6.6981 -0.1 -0.8 0.0 -0.205
H -2.7520 1.5562 2.8964 1.3 -0.7 -2.1 0.100
H -9.4759 -3.5490 4.2693 -0.1 0.3 -0.3 0.020
H 0.6599 4.9951 10.4969 1.7 -0.8 -1.8 0.002
H 4.4833 -0.8903 -7.9460 1.1 0.4 2.3 0.001
H 0.0028 2.1750 1.6907 -2.2 0.8 -0.4 0.109
H -0.6208 -0.1706 -1.2914 -1.8 -0.9 1.8 0.120
H 0.3756 -0.9695 -3.2955 -1.2 -2.0 0.1 0.131
H 1.3901 3.4156 9.7150 0.3 2.2 0.6 0.111
H -0.8825 4.6518 2.5847 -0.7 -1.9 0.6 0.099
H -1.5112 0.3445 2.1595 -1.4 1.6 -0.7 0.073
H 7.5285 -3.1903 -6.2707 -2.2 -0.7 -1.0 0.030
H 4.4802 -0.0316 -6.1731 1.1 -1.4 -1.8 0.063
H -4.5899 -8.5278 -4.3645 0.0 -0.2 -0.2 0.003
H 6.3096 -4.6695 -6.3948 0.5 2.1 -0.6 0.047
H 1.2885 -0.8386 -5.5952 0.6 -2.3 1.0 0.144
H -2.4676 -6.4789 -3.9533 -1.6 0.7 0.8 0.067
H -4.1783 0.3801 1.0550 2.2 1.3 -0.5 0.080
H 2.3513 6.2661 8.5824 -1.3 -2.1 -0.5 0.112
H 7.5132 0.1865 12.2955 -0.2 0.3 0.0 0.016
H -1.2293 2.5508 5.0024 1.6 1.0 -1.7 0.107
H 12.9782 -6.9857 -5.6738 -0.1 -0.4 -0.1 -0.040
H 2.5002 -1.8736 -7.3984 0.0 -1.6 2.2 0.038
H 0.4967 6.5087 6.8854 -0.2 -1.9 1.6 0.111
H -1.3891 3.0888 0.6298 0.8 -1.2 2.1 0.115
H 2.3714 2.6204 11.7760 1.6 2.0 0.3 0.069
H 6.4353 -3.5064 -7.8727 0.3 0.0 2.3 0.046
H -0.3267 -2.8960 -5.6527 1.0 -0.2 2.2 0.063
H -2.8065 -4.5501 -5.6442 0.3 1.7 1.0 0.087
H 0.9772 -3.8522 -1.0719 -0.9 2.4 0.2 0.142
H -3.0372 -0.7775 -7.9952 0.3 0.0 0.2 0.028
H -3.6148 0.1701 -1.3335 1.9 1.0 1.3 0.076
H -1.2670 -0.9340 0.4115 -0.5 1.2 -2.2 0.080
H -0.3131 5.4741 4.7317 0.6 -2.2 1.0 0.113
H 1.2266 4.4262 5.0686 -2.2 0.2 0.2 0.109
H -2.4225 -3.1790 5.1079 0.0 0.3 -0.3 0.019
H 0.9277 6.2793 13.8568 -0.3 -0.1 -0.2 0.023
H -0.4005 5.9872 8.4651 1.3 -0.9 -1.6 0.099
H -5.7980 10.2783 -2.4348 -0.3 -0.1 -0.2 0.020
H 2.4783 4.5757 7.7286 -1.7 1.3 1.4 0.120
H -8.4619 1.0589 1.5160 0.5 -0.2 -0.1 -0.081
H -2.7907 -1.6088 -2.2884 1.5 -0.9 1.3 0.092
H 6.1187 -0.4280 -7.0815 -2.1 -0.9 0.5 0.054
H -2.5856 -2.7248 -0.7828 1.1 1.6 -1.1 0.122
H -1.3369 -1.4572 -3.9107 2.5 -1.2 1.2 0.027
H -3.7470 2.2551 -5.7121 -0.1 0.2 0.3 -0.007
H 1.8583 -3.5506 -11.1618 -0.1 0.2 0.3 0.023
H -2.3092 1.5293 -1.3792 -0.6 -1.9 1.6 0.105
H 0.2243 3.3512 7.2653 -1.3 1.9 -1.3 0.117
H -1.4471 4.3446 6.9972 2.4 -0.4 -0.7 0.114
H -8.9547 7.0275 1.0543 0.2 -0.3 -0.1 0.020
H -2.4674 3.7765 3.1431 2.5 -0.4 -0.5 0.121
H 4.2340 3.0713 11.6629 -2.4 0.9 0.7 0.031
H -12.2053 2.8520 3.5440 0.1 -0.3 -0.3 0.024
H 2.3736 -1.8003 -4.2948 -1.1 -0.1 -2.0 0.105
H 6.2876 -1.4620 -3.9791 -1.8 -1.5 -0.1 0.026
H -3.7743 2.1514 0.5534 1.0 -2.3 0.4 0.104
H 4.4239 -1.4731 -3.6256 1.8 -1.3 -0.9 0.038
H -0.0435 -2.8108 0.1234 0.8 0.2 -2.5 0.130
H 0.4347 2.4979 4.0163 -2.0 1.1 0.4 0.111
H 3.1283 3.9460 13.0031 0.1 -1.4 -2.4 0.072
H 14.1067 -3.1255 -4.2158 -0.2 0.0 -0.3 0.022
H 5.3427 -3.1167 -3.4671 0.2 2.1 -1.1 0.060
H 10.8098 -0.9855 -3.1822 -0.4 0.0 -0.1 -0.018
H -1.5408 -4.7347 -1.3814 0.5 0.8 -2.3 0.163
H 3.8404 4.8078 10.1427 -1.9 0.1 1.5 0.108
H 2.8717 5.7380 11.5121 -0.1 -1.7 -1.6 0.099
H 1.5302 -3.4176 -6.9280 2.1 1.8 1.2 0.028
```
Forces are in eV/Å.

No. 2
C40H68B2N10O2P2Ti | ωB97M-V/def2-TZVPD

Calculated values
HOMO ... -12.563 eV
Strongest force on any atom ... 0.045 hartree/bohr
Total charge ... +2
LUMO level ... -5.700 eV
E_tot ... -104619.1766 eV

XYZ file:
```
125
Properties=species:S:1:pos:R:3:forces:R:3:lowdin_charge:R:1
Ti -0.0823 -0.1384 -0.3747 0.5 1.8 -1.3 1.017
P 0.8598 3.3229 1.8877 0.5 0.2 0.8 1.190
P -0.3035 -2.0992 1.4279 0.9 -0.1 -0.1 1.150
O -0.2922 1.5412 -1.2334 -0.2 -0.8 0.6 -0.321
O 1.5203 0.5910 0.7065 -0.3 0.3 0.1 -0.250
N -1.5405 1.9839 1.8044 0.3 1.4 -0.3 0.025
N -1.5212 -0.9044 -1.7558 0.0 0.2 0.0 -0.031
N -1.3436 -1.8674 -2.7099 0.4 0.1 -0.3 0.005
N 1.1812 -2.0533 -2.6911 0.6 0.6 0.1 0.013
N -0.3121 0.5536 -4.1065 -0.3 1.0 0.3 0.151
N 0.0585 -0.6756 -4.4921 0.2 -0.5 0.5 0.068
N 1.5177 -0.9359 -1.9400 0.2 -0.1 0.5 0.054
N 0.5085 -4.3750 -4.4386 -0.5 0.8 0.2 0.119
N -2.0128 -0.2266 2.1006 -0.2 0.4 -0.5 -0.045
N -0.1290 -3.1470 -4.5427 0.3 0.0 0.1 -0.009
C 1.8478 4.5067 0.7685 0.6 0.6 0.6 -0.658
C -0.8323 -4.3382 -6.2581 0.1 -0.2 -0.6 0.003
C -2.9257 0.5287 2.8378 -0.5 -0.3 0.4 -0.175
C 0.9838 -4.5689 0.7890 -0.3 -0.7 0.4 -0.070
C -2.5330 -2.3674 -3.0497 -0.2 -0.3 -0.2 -0.036
C 2.8558 -0.9696 -1.8135 0.0 -0.9 -0.1 -0.300
C -4.3656 2.4502 4.2189 0.2 -0.5 -0.3 -0.060
C 0.8406 3.9525 3.7028 0.1 -0.6 -0.6 -0.650
C 3.3679 -2.1263 -2.4407 0.2 1.0 0.2 0.015
C 0.8405 -1.9023 2.9577 -1.2 -0.2 -0.5 -0.639
C 3.3454 4.0677 0.8818 -0.7 -0.7 -0.1 -0.083
C 0.5981 -6.4425 -5.7202 -0.3 0.0 -0.9 -0.022
C -2.8521 -0.7648 -1.5757 -0.5 0.0 -0.2 -0.294
C -4.6594 1.0851 4.3666 0.3 0.6 -0.3 -0.061
C 0.7672 0.7654 -6.0087 -0.1 0.9 -0.1 0.037
C 0.4234 -2.9607 3.9847 0.0 0.1 0.6 -0.075
C -0.9626 -3.8103 -0.5570 1.2 -0.6 -0.3 -0.103
C -1.3698 -4.7247 1.7048 0.5 0.6 0.8 -0.067
C -0.3944 -3.9132 0.8600 -0.2 0.9 0.0 -0.658
C 0.5588 -0.5605 3.5995 0.2 0.1 0.4 -0.107
C 0.7341 -0.5511 -5.6374 -0.1 -0.6 0.2 -0.016
C -0.9291 3.2944 1.4416 -0.6 -0.7 -0.7 -0.236
C -3.3391 2.8753 3.3966 0.3 -0.7 -0.5 -0.012
C -0.9099 -3.1366 -5.6542 -0.3 0.6 0.4 -0.118
C 1.8066 5.9969 1.1603 -0.3 -0.1 -0.2 -0.084
C -0.2049 2.9242 -4.9039 0.2 0.0 0.2 0.008
C 2.3080 -1.9649 2.5565 0.8 -0.1 0.5 -0.065
C 0.1019 -5.0661 -5.4738 -0.3 -0.4 -0.1 -0.343
C 0.1290 2.8718 4.5153 -0.2 0.2 -0.2 -0.076
C 0.0823 1.4717 -5.0103 0.1 -0.8 -0.3 -0.236
C -3.5277 -1.6909 -2.3764 0.3 0.1 0.4 0.028
C -2.6504 1.8886 2.6726 0.5 0.2 0.1 -0.163
C -3.5150 0.3115 -0.7629 -0.2 -1.4 -0.1 0.015
C 0.0751 5.2513 3.9051 0.3 0.3 -0.6 -0.065
C 2.3008 3.9912 4.1439 0.9 -0.1 -0.9 -0.095
C -3.9494 0.1118 3.6841 0.3 0.2 0.2 0.005
C 3.7447 0.0730 -1.2215 0.8 -0.2 -0.4 -0.013
C 1.3758 4.3771 -0.6682 -0.2 -0.7 -0.2 -0.106
C -1.9927 -1.6657 1.9920 -0.3 0.0 0.3 -0.269
C 2.2992 -2.7203 -3.0277 -0.2 -1.0 -0.2 -0.038
B -0.0227 -1.9804 -3.5970 -0.9 -0.4 0.4 -0.648
B -1.1733 0.6774 1.3733 -0.1 -0.4 0.0 -0.529
H -2.6006 -3.2083 -3.7273 0.0 0.3 -0.1 0.143
H 0.2530 6.0030 3.1481 0.2 0.1 -0.1 0.058
H 0.3735 4.7812 -0.8270 0.0 0.2 0.1 0.087
H -1.8805 -3.2539 -0.6387 -0.5 0.1 0.1 0.059
H -0.6805 0.7564 -3.1571 0.3 -0.3 -0.7 0.141
H 0.6886 0.2510 2.9068 -0.1 0.4 -0.2 0.029
H 0.7925 6.3935 1.0157 0.3 0.1 0.2 0.091
H 2.8770 3.1094 3.7719 -0.5 0.4 0.3 0.090
H -0.3466 2.4756 -0.9818 0.0 -0.6 -0.1 -0.012
H 0.5147 3.3707 -4.1983 -0.4 0.1 -0.2 0.095
H 2.7061 -1.0397 2.1334 -0.4 0.1 0.0 0.064
H -1.2363 3.1203 -4.5977 0.2 0.0 0.1 0.096
H -0.2196 -3.3850 -1.2542 -0.3 -0.2 0.5 0.065
H -3.0483 3.9130 3.3448 -0.1 0.1 -0.1 0.102
H 1.4536 1.4956 1.2832 0.0 -0.5 -0.5 0.018
H 2.4924 6.5623 0.5216 -0.1 -0.1 -0.1 0.097
H 3.4659 2.9846 0.7107 0.0 0.3 -0.1 0.065
H -0.4246 -0.4864 4.0730 0.2 0.0 -0.1 0.106
H -0.9010 2.7462 4.1996 -0.1 -0.1 0.0 0.058
H 1.4744 -4.6658 1.7621 -0.1 0.2 -0.1 0.076
H -0.6667 -2.9563 4.1456 0.4 0.1 0.0 0.080
H 2.5054 -2.7399 1.8280 0.2 -0.3 0.1 0.057
H 0.2974 5.7040 4.8580 0.2 0.0 0.5 0.100
H -2.2237 -2.1349 2.9521 0.0 0.0 0.0 0.101
H 1.3384 3.3252 -0.9746 0.3 0.1 -0.1 0.057
H -1.4162 -5.7223 1.3231 0.0 -0.7 -0.3 0.090
H -4.4161 0.5752 -1.3160 0.0 0.2 0.3 0.106
H 1.6360 -4.0290 0.1142 0.2 0.0 -0.2 0.074
H 1.3283 -0.4360 4.3573 0.0 0.1 0.4 0.105
H 0.8699 -2.6745 4.9542 -0.1 -0.3 -0.3 0.107
H 4.3994 -2.4012 -2.5275 0.2 -0.1 0.0 0.118
H 3.9078 0.0352 -0.1478 0.0 -0.2 0.2 0.073
H 2.2151 -3.6045 -3.6660 0.1 0.5 0.4 0.120
H 0.6387 1.9308 4.4082 0.2 -0.5 0.2 0.056
H 3.7266 4.2597 1.8748 0.1 0.2 0.2 0.059
H -1.3387 -4.6030 -7.1743 0.2 -0.2 0.1 0.118
H 2.4250 0.3044 0.5588 0.2 0.1 0.0 0.013
H 2.9512 -2.1236 3.4562 -0.6 -0.2 -0.5 0.119
H -0.9820 5.0748 3.8830 -0.7 -0.2 0.1 0.061
H -5.4350 0.8208 5.0486 -0.4 -0.3 0.3 0.104
H 3.9679 4.5962 0.1584 -0.1 0.1 0.0 0.094
H -0.2113 -7.1587 -5.5698 0.1 -0.1 -0.1 0.087
H -4.1257 -0.9335 3.8754 -0.2 -0.2 -0.1 0.112
H 0.8543 -5.6135 0.4392 0.1 0.6 -0.1 0.111
H 2.8328 4.8706 3.7705 -0.1 0.0 0.0 0.071
H -1.0367 3.4584 0.3618 0.0 -0.1 0.1 0.073
H 1.2243 1.1663 -6.9005 -0.1 0.0 0.1 0.128
H 3.4549 1.0721 -1.4993 -0.2 0.4 0.0 0.086
H -1.1096 -4.8429 -0.8784 -0.3 0.0 -0.2 0.110
H 4.7509 -0.1087 -1.6459 -0.5 0.2 0.2 0.111
H -1.0697 -4.7811 2.7558 -0.1 -0.1 -0.2 0.077
H -0.0622 3.3673 -5.8860 0.1 0.1 0.1 0.093
H -1.5214 4.0960 1.8535 0.0 0.2 0.5 0.087
H 1.4053 -6.6873 -5.0559 0.4 -0.1 0.2 0.072
H 2.4155 3.9947 5.2118 -0.2 0.0 0.6 0.086
H 1.1269 -1.4366 -6.1090 0.0 0.1 -0.1 0.149
H -4.5920 -1.8275 -2.4448 0.0 -0.1 0.0 0.125
H -2.3638 -4.3122 1.6660 -0.5 0.1 0.0 0.077
H 0.7055 -3.9809 3.7454 0.2 0.0 -0.1 0.073
H 2.0683 4.8887 -1.3344 0.0 0.1 0.0 0.098
H -4.9438 3.1832 4.7427 -0.2 0.2 0.3 0.108
H -1.4602 -2.2443 -5.9001 -0.2 -0.1 -0.2 0.132
H -3.7877 -0.0587 0.2288 -0.1 0.1 -0.1 0.089
H 0.9298 -6.5166 -6.7737 -0.1 -0.1 0.6 0.097
H 2.1519 6.1768 2.1742 -0.2 0.0 0.1 0.066
H 0.0830 3.1723 5.5591 0.2 0.0 0.2 0.107
H -2.8641 1.1392 -0.6404 0.5 1.0 0.1 0.053
H -2.7240 -2.0241 1.2517 0.1 -0.1 0.2 0.104
```
Forces are in eV/Å.